{
  "formula": "C3H5NO2",
  "method": "ωB97M-V with the def2-TZVPD basis set",
  "elements": ["N", "C", "C", "O", "C", "O", "H", "H", "H", "H", "H"],
  "xyz": [[-0.6512, -1.4662, 0.6203], [-0.2417, -0.2115, 0.1411], [-0.9343, 1.1274, 0.0067], [0.3527, 1.6931, -0.4276], [0.8594, 0.4368, -0.2791], [2.1569, 0.2476, -0.5388], [0.0058, -1.8856, 1.2658], [-0.8879, -2.1321, -0.1057], [2.2811, -0.6721, -0.8004], [-1.6598, 1.2457, -0.8026], [-1.2811, 1.6169, 0.9202]],
  "forces_ev_per_angstrom": [[0.1, -0.1, -0.1], [0.2, 0.3, -0.1], [-0.4, 0.0, 0.1], [0.1, 0.1, 0.0], [-0.1, -0.3, 0.1], [-0.1, -0.1, 0.0], [-0.1, 0.1, 0.0], [0.0, 0.1, 0.1], [0.1, 0.0, 0.1], [0.1, 0.0, 0.1], [0.1, -0.1, -0.1]],
  "nbo_charge": [-0.8356, -0.0996, -0.0715, -0.4898, 0.5536, -0.6556, 0.3713, 0.3664, 0.4922, 0.1825, 0.1862],
  "lumo_ev": 0.5,
  "gap_ha": 0.3197,
  "e_above_lowest_kj_mol": 256.77,
  "molar_mass_g_mol": 87.08,
  "homo_energy_ev": -8.2
}



{
  "formula": "C3H5NO2",
  "method": "ωB97M-V with the def2-TZVPD basis set",
  "elements": ["N", "C", "O", "C", "C", "O", "H", "H", "H", "H", "H"],
  "xyz": [[1.8406, 0.7001, 0.4692], [1.5978, 0.1861, -0.5715], [-0.1197, -0.5985, -1.0073], [-0.9223, -0.9533, 0.1371], [-1.1665, 0.5108, 0.1188], [-0.4889, 1.3475, 0.7066], [1.4250, 0.9045, 1.3701], [1.9302, 0.0733, -1.5864], [-0.3236, -1.3556, 0.9625], [-1.7848, -1.6315, -0.0531], [-1.9879, 0.8166, -0.5460]],
  "forces_ev_per_angstrom": [[1.1, -0.6, -0.9], [-2.2, -0.3, 0.5], [1.9, -0.7, -0.1], [0.5, 0.4, -0.1], [-0.7, 0.7, 1.2], [-1.1, 0.0, 0.4], [-0.4, -0.3, -0.5], [0.2, -0.1, 0.0], [-0.1, 0.2, 0.0], [0.7, 0.5, -0.3], [0.1, 0.0, -0.2]],
  "nbo_charge": [-0.5594, 0.4722, -0.6769, -0.1733, 0.4290, -0.6720, 0.4699, 0.2273, 0.1708, 0.1885, 0.1239],
  "lumo_ev": 1.0,
  "gap_ha": 0.3631,
  "e_above_lowest_kj_mol": 443.99,
  "molar_mass_g_mol": 87.08,
  "homo_energy_ev": -8.9
}